## 1
{
  "formula": "C3H7NOS",
  "method": "wB97M-V/def2-TZVPD",
  "elements": ["S", "O", "N", "C", "C", "C", "H", "H", "H", "H", "H", "H", "H"],
  "coordinates": [[0.3125, 0.3238, 0.3711], [2.4796, 0.4898, 1.7256], [1.8795, 0.7138, 0.4453], [-1.8514, -1.1118, 0.6730], [-0.7541, -1.4341, 0.0885], [0.2612, 0.8848, -1.4709], [-2.8355, -1.6437, 0.3885], [-1.9832, -0.3113, 1.3640], [2.2238, 1.2153, 2.2468], [1.2324, 1.3713, -1.6224], [-0.4836, 1.6302, -1.5133], [0.1164, -0.1416, -1.8578], [-0.5977, -1.9866, -0.8384]],
  "homo_ev": -7.933
}

## 2
{
  "formula": "C3H7NOS",
  "method": "wB97M-V/def2-TZVPD",
  "elements": ["S", "O", "N", "C", "C", "C", "H", "H", "H", "H", "H", "H", "H"],
  "coordinates": [[3.2283, 0.8116, -0.3967], [2.1857, -1.5100, -0.5161], [-0.1708, -1.1320, 0.6952], [0.4930, 0.1573, 0.2844], [1.9232, -0.2445, -0.2859], [-0.3827, 1.0825, -0.5563], [-1.2143, 1.1758, 0.0541], [-1.1603, -1.2011, 0.4467], [-0.4714, 0.6219, -1.5935], [-0.1695, -1.4355, 1.6416], [0.2315, 1.9589, -0.7074], [1.4860, -1.9927, -0.0297], [0.8997, 0.7497, 1.2725]],
  "homo_ev": -8.386,
  "smiles": "C[C@@H](N)C(O)=S"
}

## 3
{
  "formula": "C3H7NOS",
  "method": "wB97M-V/def2-TZVPD",
  "elements": ["S", "O", "N", "C", "C", "C", "H", "H", "H", "H", "H", "H", "H"],
  "coordinates": [[-1.8918, -0.2299, -1.3863], [2.1256, -1.0997, 1.3582], [-0.7309, 0.2725, 1.4100], [-0.1710, 0.3178, -1.0815], [1.5533, -0.3762, 0.5754], [0.0539, -0.3996, 0.3633], [0.4822, -0.0105, -1.8247], [-0.5393, 1.2526, 1.5703], [-0.3173, -1.5408, 0.4502], [-0.5505, -0.2094, 2.3692], [-0.1432, 1.4868, -0.9345], [2.1617, 0.1339, -0.3435], [-2.0326, 0.4025, -2.5260]],
  "homo_ev": -9.040,
  "smiles": "N[C@H](C=O)CS"
}

## 4
{
  "formula": "C3H7NOS",
  "method": "wB97M-V/def2-TZVPD",
  "elements": ["S", "O", "N", "C", "C", "C", "H", "H", "H", "H", "H", "H", "H"],
  "coordinates": [[1.1232, 0.2338, -1.5016], [-2.3031, 1.3451, 0.5947], [2.2184, -0.8355, -0.6863], [-0.3520, -0.2040, -0.7035], [-0.4075, -0.2807, 0.8044], [-0.9747, 1.0696, 0.6059], [2.4913, -1.5955, -1.3021], [-1.0831, -1.0333, 1.2030], [-1.1732, -0.5526, -1.2986], [0.5676, -0.3290, 1.2731], [-2.8075, 0.5653, 0.8580], [3.0475, -0.3240, -0.4093], [-0.3469, 1.9407, 0.5621]],
  "homo_ev": -7.411
}

Which structure is most stable, and how do the rest compare? From most to least stable: 2, 3, 4, 1.

## 1
{
  "formula": "C3H7NOS",
  "method": "wB97M-V/def2-TZVPD",
  "elements": ["S", "O", "N", "C", "C", "C", "H", "H", "H", "H", "H", "H", "H"],
  "coordinates": [[0.7691, 0.7634, 1.8026], [0.2709, 0.7671, -2.0154], [-1.2268, 1.3638, -0.4292], [0.3038, -1.4670, 0.0580], [-0.0874, 0.7563, -0.8919], [0.7234, -0.0624, 0.1381], [0.7823, -1.9069, -0.7914], [0.5315, -2.1622, 0.9597], [-1.6973, 1.8727, -1.2439], [-1.1961, 1.7625, 0.5075], [-0.7451, -1.6243, -0.1119], [-0.1715, -0.0511, 2.2463], [1.7433, -0.0120, -0.2286]],
  "homo_ev": -9.343,
  "smiles": "C[C@H](S)C(N)=O"
}

## 2
{
  "formula": "C3H7NOS",
  "method": "wB97M-V/def2-TZVPD",
  "elements": ["S", "O", "N", "C", "C", "C", "H", "H", "H", "H", "H", "H", "H"],
  "coordinates": [[1.2233, -0.2910, -0.0530], [2.0922, -1.2970, 0.4520], [1.9748, 0.3130, -1.5435], [-1.5396, 0.3895, 2.2479], [1.3138, 0.7651, -2.5629], [-1.2885, -0.4977, 1.2056], [-1.4210, -0.1248, 0.2072], [0.1931, 0.9376, -2.4409], [-1.6456, 0.0619, 3.2922], [-1.1458, -1.5663, 1.2769], [-1.8609, 1.4121, 2.0512], [0.2991, -1.1363, -0.7175], [1.8050, 1.0338, -3.4153]],
  "homo_ev": -9.222
}

Which structure is most stable, and how do the rest compare? From most to least stable: 1, 2.

## 1
{
  "formula": "C2H2Cl2S2",
  "method": "wB97M-V/def2-TZVPD",
  "elements": ["Cl", "Cl", "S", "S", "C", "C", "H", "H"],
  "coordinates": [[-1.2104, -2.0078, -0.6609], [-3.1540, -0.8057, 1.6224], [-0.7615, -0.6192, 3.3164], [-0.8709, 0.8999, -0.1670], [-1.4969, -0.8253, 1.8339], [-0.6732, -0.7472, 0.5964], [0.3799, -1.0326, 0.7631], [-2.1517, 0.6715, -0.1989]],
  "homo_ev": -9.558,
  "smiles": "S=C(Cl)[C@H](S)Cl"
}

## 2
{
  "formula": "C2H2Cl2S2",
  "method": "wB97M-V/def2-TZVPD",
  "elements": ["Cl", "Cl", "S", "S", "C", "C", "H", "H"],
  "coordinates": [[0.6096, 1.8324, -0.8630], [-1.6606, 0.6938, 1.1914], [-1.7006, -1.3843, -0.7408], [1.4817, -0.4807, 0.7689], [-0.9466, -0.1509, -0.0604], [0.4346, 0.1470, -0.5400], [0.7077, -0.6175, -1.7413], [1.0743, -0.0399, 1.9853]],
  "homo_ev": -9.219
}

## 3
{
  "formula": "C2H2Cl2S2",
  "method": "wB97M-V/def2-TZVPD",
  "elements": ["Cl", "Cl", "S", "S", "C", "C", "H", "H"],
  "coordinates": [[1.8045, 1.0766, -0.5234], [-0.6939, -0.3852, -2.2861], [0.1798, -2.3263, -0.1974], [-0.9948, 1.5125, 0.4826], [-0.0512, -0.8477, -0.6934], [0.4438, 0.3337, 0.0906], [-1.5207, 0.9180, 1.4880], [0.8325, -0.2817, 1.6391]],
  "homo_ev": -9.385
}

## 4
{
  "formula": "C2H2Cl2S2",
  "method": "wB97M-V/def2-TZVPD",
  "elements": ["Cl", "Cl", "S", "S", "C", "C", "H", "H"],
  "coordinates": [[-3.3722, 1.6642, -0.0223], [3.0294, -0.0855, 1.1323], [1.1538, 1.3761, -0.5331], [1.0071, -2.7417, 0.6273], [1.6579, -0.0798, 0.1857], [0.8486, -1.2344, -0.0105], [-0.0866, -0.8734, -0.4586], [-4.2379, 1.9745, -0.9208]],
  "homo_ev": -9.521,
  "smiles": "S=CC(=S)Cl.Cl"
}

Which structure is most stable, and how do the rest compare? From most to least stable: 1, 4, 2, 3.

## 1
{
  "formula": "H4S2",
  "method": "wB97M-V/def2-TZVPD",
  "elements": ["S", "S", "H", "H", "H", "H"],
  "coordinates": [[-0.9433, -0.4154, -0.2352], [1.6443, -0.4133, -0.2460], [1.5022, 0.9200, -0.1951], [-2.2799, -0.3922, -0.1265], [0.9065, -0.6073, 0.8557], [-0.8298, 0.9082, -0.0530]],
  "homo_ev": -9.054
}

## 2
{
  "formula": "H4S2",
  "method": "wB97M-V/def2-TZVPD",
  "elements": ["S", "S", "H", "H", "H", "H"],
  "coordinates": [[3.6127, -1.7374, 0.3855], [-3.2897, 2.1428, -0.8542], [-4.6533, 2.1192, -0.7710], [-2.9664, 2.7692, 0.3421], [2.6642, -2.6626, 0.1570], [4.6326, -2.6312, 0.7406]],
  "homo_ev": -9.775,
  "smiles": "S.S"
}

Which structure is most stable, and how do the rest compare? From most to least stable: 2, 1.

## 1
{
  "formula": "C5H12O2",
  "method": "wB97M-V/def2-TZVPD",
  "elements": ["O", "O", "C", "C", "C", "C", "C", "H", "H", "H", "H", "H", "H", "H", "H", "H", "H", "H", "H"],
  "coordinates": [[1.7302, 0.8911, 1.2063], [-0.8431, 1.1543, 0.1732], [1.0389, 0.1954, -0.9831], [2.0310, 0.3595, 0.1538], [-2.0359, -1.4855, 0.7568], [-0.3997, -0.0208, -0.4836], [-0.5647, -1.2576, 0.4151], [1.0331, 1.1248, -1.5708], [3.0544, -0.0655, 0.0401], [-2.4543, -0.6121, 1.2665], [-2.6267, -1.6523, -0.1516], [-0.2174, 1.2890, 0.9050], [1.3885, -0.5982, -1.6485], [-1.0709, -0.1478, -1.3488], [0.9075, 3.0225, -0.4794], [0.0090, -1.1296, 1.3446], [-0.1492, -2.1486, -0.0796], [1.3365, 3.4397, -0.9195], [-2.1672, -2.3582, 1.4033]],
  "homo_ev": -10.063,
  "smiles": "CC[C@@H](O)CC=O.[H][H]"
}

## 2
{
  "formula": "C5H12O2",
  "method": "wB97M-V/def2-TZVPD",
  "elements": ["O", "O", "C", "C", "C", "C", "C", "H", "H", "H", "H", "H", "H", "H", "H", "H", "H", "H", "H"],
  "coordinates": [[-0.6809, -0.8206, 1.6038], [-0.4112, -2.5313, -0.8707], [-1.4233, 1.3044, -1.4067], [2.0881, -0.1986, 0.6240], [-0.4428, 0.1333, 0.6364], [0.9125, 0.7848, 0.6953], [-1.4336, 0.3770, -0.2257], [0.9977, 1.5164, -0.1125], [3.0373, 0.3451, 0.6579], [0.9718, 1.3559, 1.6332], [-0.4333, -1.6427, -1.2458], [-1.9886, 2.2244, -1.2147], [-0.8180, -2.3843, -0.0053], [2.0538, -0.7931, -0.2937], [2.1014, -0.9031, 1.4652], [0.1347, -0.9937, 2.0898], [-0.4125, 1.5895, -1.7145], [-2.3551, -0.1775, -0.0511], [-1.8980, 0.8141, -2.2649]],
  "homo_ev": -8.766,
  "smiles": "C/C=C(/O)CC.O"
}

## 3
{
  "formula": "C5H12O2",
  "method": "wB97M-V/def2-TZVPD",
  "elements": ["O", "O", "C", "C", "C", "C", "C", "H", "H", "H", "H", "H", "H", "H", "H", "H", "H", "H", "H"],
  "coordinates": [[2.5731, 3.7561, 0.9332], [0.9516, 1.5850, -0.6550], [-1.3873, -0.5916, 0.4052], [0.2467, -1.7771, -1.0577], [-1.8422, -0.1479, 1.7270], [-0.1127, -0.8305, 0.0173], [-0.6739, -2.6979, -1.6102], [3.3885, 4.2805, 0.7619], [-1.5868, -2.8374, -1.0650], [-1.0799, -0.5422, 2.4550], [-2.9450, -0.5355, 2.0190], [2.4716, 3.1366, 0.1753], [0.7414, -0.5159, 0.7091], [1.6943, 0.9442, -0.4116], [1.2420, -1.5730, -1.5838], [-0.5287, -3.0595, -2.6413], [-1.9758, -0.5352, -0.5798], [0.4659, 1.0315, -1.3195], [-1.6426, 0.9097, 1.7209]],
  "homo_ev": -8.533,
  "smiles": "C=C/C=C/C.O.O"
}

Which structure is most stable, and how do the rest compare? From most to least stable: 2, 1, 3.